# C3H6HgO3

C3H6HgO3 as an isolated structure at a distorted geometry (ωB97M-V with the def2-TZVPD basis set, the OMol25 dataset).

Last column: Mulliken charge in e.
Positions of all 13 atoms, in Å:
O (-1.57248, 1.42108, -0.65047)  -0.719
C (-1.79917, 0.30022, -0.08830)  0.287
C (-0.78031, -0.77367, -0.50497)  -0.217
O (0.50678, -0.18847, -0.59818)  -0.342
C (1.46545, -0.93822, -1.32706)  -0.679
Hg (0.51818, 1.97390, -0.21517)  0.715
H (-1.09846, -1.18974, -1.47352)  0.386
H (-0.74666, -1.60808, 0.21222)  0.315
H (2.43323, -0.77249, -0.84196)  0.248
H (1.19188, -2.00302, -1.32069)  0.320
H (1.52254, -0.55530, -2.35673)  0.284
O (-2.10440, 0.28594, 1.12933)  -0.578
H (-0.18779, 1.56820, 1.35526)  -0.021

charge: 0
HOMO-LUMO gap: 7.086 eV


# C6H14O2

A 2-piece molecular cluster, C6H14O2 overall at a distorted geometry (ωB97M-V with the def2-TZVPD basis set, the OMol25 dataset).

Last column: Mulliken charge in e.
Positions of all 22 atoms, in Å:
C (1.65782, -1.25289, -0.41921)  -1.293
C (1.44254, -0.14645, -1.18211)  0.041
C (0.29394, -0.24581, -2.22080)  -0.792
C (-1.15493, -0.08728, -1.45671)  -0.861
C (-1.02722, 1.09690, -0.53398)  -0.401
C (-1.34474, 0.77081, 0.98196)  -0.395
O (-0.72332, 1.84467, 1.70185)  -0.525
H (0.93419, -2.09911, -0.26834)  0.328
H (2.57309, -1.37806, 0.20475)  0.339
H (2.00795, 0.71607, -1.27844)  0.589
H (0.26285, -1.25197, -2.63019)  0.397
H (0.13143, 0.60219, -2.93174)  0.325
H (-1.47327, -0.94361, -0.96324)  0.478
H (-1.97213, 0.04090, -2.22540)  0.335
H (-1.80489, 1.87362, -0.72634)  0.359
H (0.06222, 1.51007, -0.67766)  0.272
H (-1.06088, -0.30307, 1.38659)  0.211
H (-2.46536, 0.89564, 1.10909)  0.264
H (-0.92227, 2.68156, 1.28224)  0.323
O (1.00542, -1.86680, 2.40300)  -0.651
H (0.74006, -0.97703, 2.28937)  0.341
H (1.52567, -2.00170, 1.57570)  0.315

SMILES: C=CCCCCO.O
charge: 0
HOMO-LUMO gap: 10.579 eV


# C34H62AgF2IO20S7

C34H62AgF2IO20S7 as an isolated structure at a distorted geometry (ωB97M-V with the def2-TZVPD basis set, the OMol25 dataset).

Last column: Mulliken charge in e.
Positions of all 127 atoms, in Å:
Ag (0.06393, -0.81792, 3.03906)  1.916
I (-0.39983, 0.13327, 0.22322)  -1.113
C (1.82840, 4.02325, -1.27343)  0.975
C (0.71933, 5.02672, -1.62510)  -0.501
C (0.99457, 6.34711, -0.93730)  -0.698
S (2.78473, 6.61372, -1.15542)  1.144
O (3.35412, 7.28381, -0.02077)  -0.669
O (2.99556, 7.14404, -2.51318)  -0.663
C (3.12264, 4.82925, -1.03886)  -0.992
H (1.93380, 3.27787, -2.06170)  -0.405
H (1.53777, 3.43917, -0.40023)  -0.063
H (-0.31261, 4.75848, -1.39866)  0.001
H (0.68019, 5.31772, -2.67480)  0.407
H (0.86083, 6.27070, 0.14176)  0.029
H (0.48968, 7.22144, -1.34807)  0.598
H (3.23797, 4.69607, 0.03679)  0.296
H (4.16092, 4.58112, -1.25910)  0.693
C (2.62637, -2.28414, -2.89973)  0.843
C (3.96334, -2.07787, -3.68166)  -0.767
C (4.07146, -3.06399, -4.85033)  -0.897
S (2.72859, -4.43109, -4.63263)  1.095
O (3.22355, -5.44870, -3.68768)  -0.628
O (2.12354, -4.77495, -5.94631)  -0.665
C (1.68701, -3.24746, -3.66465)  -0.553
H (2.12600, -1.38353, -2.54385)  -0.386
H (2.93791, -2.83547, -2.01255)  0.186
H (4.79381, -2.36943, -3.03868)  0.340
H (4.15273, -1.05142, -3.99573)  0.298
H (5.01197, -3.59980, -4.97866)  0.516
H (3.77059, -2.68754, -5.82801)  0.334
H (1.00496, -3.82487, -3.04054)  0.212
H (1.06381, -2.69022, -4.36408)  0.144
C (0.13846, -6.30180, 0.98600)  -0.419
C (0.98969, -5.77041, -0.21191)  -0.917
C (1.28714, -4.23615, 0.06382)  -0.064
S (1.43713, -4.16253, 1.95700)  0.899
O (0.47218, -3.12245, 2.32422)  -0.419
O (2.88542, -4.02299, 2.28227)  -0.681
C (0.85228, -5.87307, 2.21548)  -0.931
H (-0.06846, -7.36648, 0.87760)  0.458
H (-0.83063, -5.80295, 0.97597)  0.085
H (0.69761, -6.08869, -1.21266)  0.497
H (1.89121, -6.38280, -0.19324)  0.369
H (0.59940, -3.45201, -0.25280)  0.208
H (2.29529, -3.99330, -0.27196)  -0.005
H (0.27522, -5.85474, 3.14003)  0.488
H (1.79195, -6.40130, 2.37705)  0.401
C (-2.29300, -2.73840, -2.53739)  0.377
C (-3.48682, -1.83438, -2.36957)  0.132
C (-4.11538, -2.12971, -0.94939)  -0.671
S (-4.02139, -3.99639, -0.97006)  1.149
O (-5.30935, -4.49134, -1.40873)  -0.705
O (-3.40347, -4.53340, 0.22226)  -0.603
C (-2.80208, -4.13499, -2.32596)  -1.090
H (-1.45562, -2.52310, -1.87366)  -0.318
H (-1.91285, -2.71917, -3.55877)  0.283
H (-4.24492, -2.02724, -3.12863)  0.488
H (-3.16175, -0.79747, -2.45467)  -0.645
H (-5.12975, -1.73328, -0.90482)  0.519
H (-3.37702, -1.90338, -0.18016)  0.227
H (-3.46594, -4.47740, -3.11977)  0.411
H (-2.05664, -4.90877, -2.14246)  0.428
C (4.35058, 1.08825, 0.18780)  -0.656
C (4.29885, -0.30995, -0.26881)  -0.032
C (4.05263, -1.27471, 0.94369)  -0.007
S (3.69435, -0.22905, 2.36409)  0.750
O (4.95989, -0.14609, 3.16663)  -0.700
O (2.41626, -0.78945, 2.88294)  -0.579
C (3.50291, 1.30941, 1.40619)  -0.106
H (4.02640, 1.75690, -0.60965)  0.144
H (5.41093, 1.19446, 0.41689)  0.396
H (5.08029, -0.69082, -0.92638)  0.563
H (3.39051, -0.46440, -0.85118)  -0.536
H (4.92571, -1.88457, 1.17587)  0.549
H (3.09919, -1.77703, 0.78029)  -0.533
H (3.69284, 2.18613, 2.02538)  0.509
H (2.46476, 1.26127, 1.07756)  -0.242
C (-3.36794, 0.09061, 6.38171)  -0.184
C (-4.54518, 0.84256, 5.77348)  -0.784
C (-4.56356, 0.40503, 4.25210)  -0.454
S (-3.83655, -1.31930, 4.13469)  0.744
O (-2.48228, -1.14873, 3.49872)  -0.235
O (-4.71476, -2.36636, 3.62587)  -0.652
C (-3.54547, -1.42185, 5.98199)  -0.858
H (-3.32501, 0.27130, 7.45577)  0.389
H (-2.47634, 0.60974, 6.03009)  -0.015
H (-4.42456, 1.91435, 5.93099)  0.333
H (-5.52522, 0.72902, 6.23686)  0.384
H (-3.92390, 1.12866, 3.74684)  0.091
H (-5.55281, 0.52323, 3.80994)  0.480
H (-2.74010, -2.11717, 6.21864)  0.433
H (-4.46625, -1.81151, 6.41607)  0.374
C (1.06579, 4.53893, 3.79935)  -0.611
C (0.16811, 4.88445, 2.58399)  0.609
C (-0.99626, 3.87309, 2.45137)  -0.605
S (-0.98446, 2.80888, 3.97444)  0.804
O (-0.41194, 1.48974, 3.75118)  -0.350
O (-2.32968, 2.92717, 4.57850)  -0.723
C (0.10248, 3.90488, 4.84769)  -0.963
H (1.55713, 5.41383, 4.22507)  0.448
H (1.83920, 3.85830, 3.44345)  0.020
H (0.74724, 4.85886, 1.66092)  -0.817
H (-0.09050, 5.93821, 2.68798)  0.438
H (-1.02707, 3.17488, 1.61491)  0.097
H (-1.92254, 4.44063, 2.54091)  0.424
H (0.57490, 3.35570, 5.66213)  0.514
H (-0.49931, 4.75055, 5.18052)  0.400
C (-0.52219, 1.28265, -3.84759)  0.141
C (-0.00555, -0.21345, -3.78476)  0.600
O (1.24360, 0.00864, -4.47011)  -0.282
C (1.66640, 1.25991, -4.21421)  0.619
O (2.85555, 1.58386, -4.25404)  -0.606
O (0.69076, 2.04281, -3.74793)  -0.253
F (-0.79062, -0.92228, -4.58765)  -0.372
H (-1.14282, 1.46850, -2.97102)  -0.420
H (-0.98077, 1.41567, -4.82744)  0.294
H (0.09404, -0.63341, -2.78386)  0.078
C (-3.18224, 3.18663, -1.86801)  0.249
C (-3.92920, 2.02149, -1.26502)  0.633
O (-4.85879, 1.62254, -2.22389)  -0.331
C (-4.45220, 2.04056, -3.40389)  0.692
O (-5.00650, 1.79201, -4.49648)  -0.593
O (-3.38444, 2.89055, -3.22226)  -0.362
F (-4.65787, 2.45617, -0.18911)  -0.360
H (-2.12931, 3.09468, -1.60157)  -0.219
H (-3.65387, 4.07803, -1.45443)  0.276
H (-3.33880, 1.15120, -0.97843)  -0.007

charge: 0
HOMO-LUMO gap: 7.387 eV


# C35H62CuO5P2Se

C35H62CuO5P2Se as an isolated structure (ωB97M-V with the def2-TZVPD basis set, the OMol25 dataset).

Last column: Mulliken charge in e.
Positions of all 106 atoms, in Å:
Cu (0.63519, 0.02353, -1.59187)  -0.312
C (-5.16697, 6.92951, -3.45129)  -1.495
C (-4.27872, 5.75843, -3.11388)  0.815
C (-4.72753, 4.71006, -2.32312)  -1.049
C (-3.91776, 3.62312, -2.00470)  0.938
C (-4.47532, 2.53016, -1.14082)  -1.044
C (-2.59305, 3.55917, -2.48551)  -0.315
Se (-1.48100, 2.07405, -2.01998)  -0.202
C (-2.13271, 4.61760, -3.29375)  0.957
C (-0.73277, 4.64647, -3.84925)  -1.610
C (-2.97658, 5.68536, -3.58717)  -0.810
H (-6.15453, 6.81143, -3.00276)  0.326
H (-5.30055, 7.03100, -4.53141)  0.319
H (-4.74432, 7.86914, -3.08617)  0.315
H (-5.74443, 4.73436, -1.93844)  0.181
H (-5.51183, 2.73929, -0.86284)  0.321
H (-3.87119, 2.41671, -0.23661)  0.201
H (-4.42242, 1.57030, -1.66134)  0.236
H (-0.28558, 3.65578, -3.81931)  0.299
H (-0.09869, 5.31489, -3.25898)  0.270
H (-0.73593, 5.01386, -4.87902)  0.377
H (-2.59629, 6.48889, -4.21501)  0.348
O (-0.82063, -1.25016, -1.39918)  -0.615
P (-0.86477, -1.93956, -0.05615)  0.204
C (-0.14101, -0.97856, 1.31701)  2.440
C (-0.61350, 0.48383, 1.34660)  -0.343
C (0.06239, 1.18398, 2.52095)  0.065
C (-0.42287, 0.61453, 3.86976)  -1.074
C (-1.04638, -0.77674, 3.70441)  -0.911
C (-0.25263, -1.63624, 2.72275)  -0.848
C (0.25108, -3.39850, -0.26775)  0.756
C (0.88493, -4.15131, 0.90610)  -0.342
C (0.00501, -5.25046, 1.49223)  -0.584
C (-0.45987, -6.21705, 0.40466)  -1.092
C (-1.17539, -5.47288, -0.72204)  -0.115
C (-0.29307, -4.37822, -1.31973)  -1.539
C (-2.63517, -2.34839, 0.17373)  0.423
C (-3.10861, -3.02389, 1.46683)  -0.037
C (-4.63349, -3.11705, 1.43944)  -1.067
C (-5.26761, -1.71754, 1.54394)  -0.964
C (-4.31518, -0.62710, 1.03759)  -0.030
C (-3.50202, -1.09461, -0.16505)  -0.348
H (0.92044, -0.95144, 1.03263)  -1.708
H (-1.70160, 0.55300, 1.43290)  -0.238
H (-0.36975, 0.99752, 0.41635)  0.101
H (-0.11786, 2.25793, 2.46579)  0.560
H (1.14212, 1.04512, 2.40930)  -0.455
H (-1.16446, 1.28132, 4.31599)  0.366
H (0.41119, 0.56054, 4.57559)  0.407
H (-2.07434, -0.66964, 3.34832)  -0.023
H (-1.10829, -1.28576, 4.66931)  0.593
H (-0.69034, -2.63345, 2.67193)  0.439
H (0.75354, -1.77183, 3.12630)  0.256
H (1.05995, -2.83108, -0.74813)  0.239
H (1.21397, -3.46079, 1.68008)  -0.367
H (1.79458, -4.62231, 0.51572)  0.662
H (-0.86718, -4.81294, 1.98555)  0.102
H (0.56044, -5.78859, 2.26449)  0.500
H (-1.11606, -6.98033, 0.83022)  0.482
H (0.41205, -6.73941, -0.00554)  0.391
H (-2.10229, -5.04157, -0.33118)  -0.054
H (-1.46834, -6.17034, -1.51030)  0.423
H (-0.82289, -3.82823, -2.10073)  0.460
H (0.56483, -4.85540, -1.80556)  0.598
H (-2.78205, -3.06655, -0.64187)  0.777
H (-2.80436, -2.45402, 2.34461)  -0.030
H (-2.67109, -4.01784, 1.56723)  -0.074
H (-4.99127, -3.76318, 2.24362)  0.439
H (-4.92967, -3.59539, 0.50019)  0.363
H (-5.53852, -1.51020, 2.58252)  0.342
H (-6.19689, -1.69400, 0.96931)  0.388
H (-3.63621, -0.33009, 1.84219)  -0.171
H (-4.87064, 0.27129, 0.77073)  0.397
H (-2.89275, -0.27778, -0.56298)  -0.245
H (-4.19111, -1.35940, -0.97129)  0.412
C (4.49004, 2.15667, -2.96948)  -1.742
C (5.36337, 2.01379, -1.72512)  1.681
C (5.87726, 3.37756, -1.28479)  -1.834
C (6.52647, 1.05900, -1.98182)  -1.651
O (4.60163, 1.53303, -0.59495)  -0.317
P (3.48588, 0.36835, -0.72337)  0.917
O (4.00405, -0.82195, -1.43561)  -0.806
O (2.20748, 1.01462, -1.19669)  -0.622
O (3.22817, 0.08642, 0.85410)  0.457
C (4.20513, -0.32047, 1.83022)  1.668
C (4.76071, 0.92977, 2.50766)  -1.521
C (5.33161, -1.16331, 1.24056)  -1.528
C (3.41678, -1.14678, 2.83811)  -1.165
H (5.06521, 2.62772, -3.76912)  0.509
H (3.61565, 2.76802, -2.74631)  0.385
H (4.14919, 1.17848, -3.31011)  0.358
H (6.51258, 3.81227, -2.05871)  0.430
H (6.45844, 3.27883, -0.36585)  0.363
H (5.03691, 4.04636, -1.09543)  0.391
H (7.13627, 1.42107, -2.81270)  0.484
H (6.13672, 0.06922, -2.21856)  0.275
H (7.15690, 0.99233, -1.09181)  0.322
H (5.28720, 1.54207, 1.77801)  0.129
H (5.44681, 0.65532, 3.31230)  0.408
H (3.94291, 1.51889, 2.92717)  0.325
H (5.92703, -0.57978, 0.53983)  0.161
H (4.92913, -2.01880, 0.69933)  0.321
H (5.97619, -1.51083, 2.05081)  0.484
H (2.59272, -0.55412, 3.24066)  0.021
H (4.06044, -1.45951, 3.66264)  0.623
H (3.00777, -2.03654, 2.35289)  0.097

charge: -1
HOMO-LUMO gap: 5.429 eV


# C4H6N2O3S2

C4H6N2O3S2 as an isolated structure at a distorted geometry (ωB97M-V with the def2-TZVPD basis set, the OMol25 dataset).

Last column: Mulliken charge in e.
Positions of all 17 atoms, in Å:
C (2.82844, 0.19132, -0.20856)  -0.646
C (1.70987, 0.67685, -0.85754)  0.013
C (2.54394, -0.97734, 0.59588)  -0.046
C (0.45065, -1.17671, -0.10346)  0.234
N (1.38581, -1.56051, 0.71032)  -0.445
N (0.54591, 0.00827, -0.83074)  0.001
O (-2.21593, 0.29413, 1.40689)  -0.423
O (-1.97829, 0.80504, -0.92436)  -0.717
O (-4.10288, 1.07049, 0.00994)  -0.456
S (-1.04191, -1.97170, 0.02978)  -0.433
S (-2.81478, -0.00222, -0.09095)  0.665
H (3.83139, 0.57290, -0.36302)  0.370
H (1.71833, 1.62370, -1.38035)  0.388
H (3.23149, -1.30506, 1.26990)  0.506
H (-0.34222, 0.50999, -1.06950)  0.370
H (-2.17489, -0.55669, 1.84450)  0.337
H (-3.57493, 1.79753, -0.03874)  0.283

charge: 0
HOMO-LUMO gap: 7.906 eV


> Among the records above, which one has the highest HOMO-LUMO gap?

C6H14O2


> The lowest charge belongs to which entry?

C35H62CuO5P2Se


> The highest HOMO-LUMO gap belongs to which entry?

C6H14O2